Below is an isolated molecule of C3H4S2 in a non-equilibrium geometry, with properties calculated with the ωB97M-V functional and the def2-TZVPD basis.

XYZ file:
```
9
Properties=species:S:1:pos:R:3:forces:R:3:mulliken_charge:R:1
C -1.2074 -1.0117 -0.0233 -0.264 -0.664 0.176 -0.531
S -0.2483 -2.4437 -0.0967 0.054 0.690 0.726 -0.062
H 0.7244 1.1119 0.0488 0.377 1.715 0.285 0.355
C 1.0130 0.1337 -0.2044 -1.357 -2.490 -2.495 -0.596
H 0.6022 -0.0866 -1.3005 1.371 0.798 1.956 0.270
C 0.0358 -0.7101 0.6539 0.383 -0.215 -3.916 -0.258
H -1.8282 -0.6370 -0.8507 0.527 0.213 0.727 0.348
H 0.3107 -0.6039 1.6376 -0.368 -0.340 2.582 0.554
S 2.7232 -0.3554 0.0338 -0.722 0.293 -0.040 -0.082
```
Positions in Å, forces in eV/Å.

Computed properties:
Frontier orbital gap (alpha / beta), hartree: 0.3311 / 0.2138
Charge: 0
E_tot, eV: -24841.967
E_LUMO (alpha / beta), eV: -0.348 / -2.108

---

Below is an isolated molecule of C3H4S2 in a non-equilibrium geometry, with properties calculated with the ωB97M-V functional and the def2-TZVPD basis.

XYZ file:
```
9
Properties=species:S:1:pos:R:3:forces:R:3:mulliken_charge:R:1
C -0.1607 -0.7389 -0.4809 -3.221 1.516 1.098 -0.496
H 1.5626 0.0836 0.7671 -0.571 -0.315 -0.743 0.291
H 0.0301 -1.7064 -0.1576 1.011 -1.706 0.448 0.378
S 1.2518 2.7805 1.1375 -0.026 -0.780 0.013 -0.182
S 0.3000 -0.3217 -2.1531 1.131 0.977 1.392 -0.169
H -1.2886 -0.6618 -0.3463 1.291 0.347 -0.108 0.256
C 0.6126 0.3254 0.2432 1.360 -2.537 -1.702 -0.136
H -0.4494 2.1375 -0.1783 -1.510 -0.034 -0.928 0.362
C 0.3487 1.6746 0.3141 0.535 2.533 0.530 -0.303
```
Positions in Å, forces in eV/Å.

Computed properties:
Frontier orbital gap (alpha / beta), hartree: 0.2232 / 0.2232
Charge: 0
E_tot, eV: -24842.994
E_LUMO (alpha / beta), eV: -2.884 / -2.884

---

Below is a structure of composition C3H4S2 in a non-equilibrium geometry, with properties calculated with the ωB97M-V functional and the def2-TZVPD basis.

XYZ file:
```
9
Properties=species:S:1:pos:R:3:forces:R:3:mulliken_charge:R:1
S -0.2187 -1.9007 0.1149 0.651 -1.441 0.350 -0.152
C -1.1630 -0.7384 -0.7851 -0.519 2.457 0.286 -0.230
H -0.1940 1.3304 -0.4475 1.234 3.929 -2.083 0.516
S -2.2516 0.2979 0.3174 0.766 -0.452 -0.238 -0.138
H 1.4685 -0.1849 0.4570 2.760 0.183 -1.043 0.358
H 0.4256 -0.1914 1.7822 -0.088 -0.202 1.656 0.316
H -1.5093 -0.8781 -1.8264 0.484 0.293 0.788 0.432
C 0.5194 -0.3930 0.7588 -3.329 0.705 -0.421 -0.582
C -0.4829 0.4816 -0.0445 -1.959 -5.472 0.706 -0.519
```
Positions in Å, forces in eV/Å.

Computed properties:
Frontier orbital gap, hartree: 0.3451
Charge: 0
E_tot, eV: -24844.297
E_LUMO, eV: 0.739

---

Below is an isolated molecule of C3H4S2 in a non-equilibrium geometry, with properties calculated with the ωB97M-V functional and the def2-TZVPD basis.

XYZ file:
```
9
Properties=species:S:1:pos:R:3:forces:R:3:mulliken_charge:R:1
S -2.3387 -0.8861 -0.2198 0.220 0.073 0.107 -0.148
H 1.6890 -0.4429 -0.6882 1.048 -1.154 -0.950 0.272
C -0.9460 -0.3398 0.7120 -0.112 0.415 -0.356 -0.184
H 0.1824 0.0787 -1.5264 0.031 -0.339 -1.365 0.325
C 0.9291 0.2828 -0.7976 1.105 1.923 -1.479 -0.966
C 0.2646 0.1450 0.4686 -0.570 1.046 2.663 0.283
H 0.9340 0.4819 1.2605 -0.678 -0.246 0.611 0.301
S -2.2523 -0.5867 1.8662 0.698 -0.013 -0.254 -0.142
H 1.5380 1.2671 -1.0753 -1.742 -1.705 1.023 0.260
```
Positions in Å, forces in eV/Å.

Computed properties:
SMILES string: CC=C1SS1
Frontier orbital gap, hartree: 0.3083
Charge: 0
E_tot, eV: -24844.307
E_LUMO, eV: -0.232

---

Below is a cluster of 2 separate species, C3H4S2 in total in a non-equilibrium geometry, with properties calculated with the ωB97M-V functional and the def2-TZVPD basis.

XYZ file:
```
9
Properties=species:S:1:pos:R:3:forces:R:3:mulliken_charge:R:1
S 2.4337 -1.5811 -0.6300 2.282 0.612 0.213 -0.124
C 0.5289 1.0424 0.6214 -0.753 2.436 0.749 -0.420
H 1.4374 0.7250 1.1306 0.099 -0.340 -0.744 0.277
H 0.2181 2.1152 0.8219 0.424 -1.085 0.364 0.210
C -0.3348 0.4437 -0.1226 0.530 -3.243 -1.745 -0.265
H -1.3812 0.5739 -0.4569 1.136 0.148 0.031 0.292
C 0.8795 -1.5475 -1.1919 -2.407 1.403 3.604 -0.259
H 0.5088 -1.6018 -2.1477 -0.570 -0.175 -2.079 0.419
S 1.0767 -3.0287 -0.1239 -0.740 0.243 -0.391 -0.130
```
Positions in Å, forces in eV/Å.

Computed properties:
Frontier orbital gap, hartree: 0.2854
Charge: 0
E_tot, eV: -24840.664
E_LUMO, eV: -0.194

---

Below is an isolated molecule of C3H4S2 in a non-equilibrium geometry, with properties calculated with the ωB97M-V functional and the def2-TZVPD basis.

XYZ file:
```
9
Properties=species:S:1:pos:R:3:forces:R:3:mulliken_charge:R:1
C -1.6839 -1.0997 -0.5072 -0.109 2.991 -0.688 -0.612
H -2.3518 -0.8613 -1.3174 0.039 0.015 -0.394 0.240
H -1.5930 -2.0759 -0.2450 -0.007 -2.656 1.248 0.306
H 0.0132 1.6631 0.9310 -1.265 -0.862 0.829 0.310
S 1.6248 0.6805 -0.3290 0.382 0.702 0.679 0.039
S 3.0452 -0.4931 0.3898 -0.104 -1.019 -0.093 -0.369
C -1.0021 -0.1297 0.0418 0.742 -0.168 0.303 0.245
H 2.0196 1.6457 0.5564 -0.666 0.237 -0.938 0.192
C -0.0721 0.6705 0.4794 0.988 0.760 -0.947 -0.350
```
Positions in Å, forces in eV/Å.

Computed properties:
Frontier orbital gap, hartree: 0.2939
Charge: 0
E_tot, eV: -24842.473
E_LUMO, eV: -0.173

---

Below is a cluster of 2 separate species, C3H4S2 in total in a non-equilibrium geometry, with properties calculated with the ωB97M-V functional and the def2-TZVPD basis.

XYZ file:
```
9
Properties=species:S:1:pos:R:3:forces:R:3:mulliken_charge:R:1
H -1.9957 0.0610 1.4363 2.154 -1.072 0.063 0.332
H 0.4724 1.5921 -1.8534 -0.169 -1.046 -0.359 0.287
C -0.9268 -0.3654 1.5764 -0.088 0.644 -0.761 -0.244
C 0.3070 -0.1972 0.7944 -0.771 1.001 0.931 0.008
C 0.5547 0.4877 -1.9585 0.913 -0.299 2.166 -0.705
H -0.2980 -0.1868 -1.7528 0.451 0.698 -0.579 0.263
S -0.0839 -1.8820 0.8923 -0.847 -0.213 0.262 -0.082
H 1.5595 0.0548 -1.6655 -1.258 0.563 -0.779 0.270
S 0.4108 0.4358 2.5308 -0.385 -0.276 -0.945 -0.129
```
Positions in Å, forces in eV/Å.

Computed properties:
Frontier orbital gap (alpha / beta), hartree: 0.3217 / 0.2559
Charge: 0
E_tot, eV: -24839.439
E_LUMO (alpha / beta), eV: -0.205 / -1.838

---

Below is an isolated molecule of C3H4S2 in a non-equilibrium geometry, with properties calculated with the ωB97M-V functional and the def2-TZVPD basis.

XYZ file:
```
9
Properties=species:S:1:pos:R:3:forces:R:3:mulliken_charge:R:1
C -0.2115 -0.0531 -0.3217 0.014 -0.738 0.702 -0.125
C 1.1978 0.0118 0.2376 -0.463 -3.820 3.670 -1.044
S -1.5553 -1.3338 -0.0397 0.716 0.532 0.013 0.008
S -1.4890 1.2250 -0.0506 -0.111 -0.070 0.426 0.018
H 2.0210 -0.6559 -0.2031 -1.643 0.893 0.344 0.286
H 1.1838 -0.1471 1.3900 0.132 -0.140 -1.795 0.281
C -2.6516 -0.0289 0.1115 0.556 0.108 -0.103 -0.223
H 0.0492 -0.0016 -1.3213 -0.505 -0.220 -2.612 0.418
H 1.4556 0.9836 0.1973 1.305 3.456 -0.646 0.382
```
Positions in Å, forces in eV/Å.

Computed properties:
Frontier orbital gap, hartree: 0.3494
Charge: 0
E_tot, eV: -24843.060
E_LUMO, eV: 0.239

---

Below is a structure of composition C3H4S2 in a non-equilibrium geometry, with properties calculated with the ωB97M-V functional and the def2-TZVPD basis.

XYZ file:
```
9
Properties=species:S:1:pos:R:3:forces:R:3:mulliken_charge:R:1
S -2.2583 -0.1900 -0.2210 5.127 -1.285 2.452 -0.124
H 0.0459 2.2878 -0.9031 0.098 -2.878 2.943 0.259
H -0.0628 1.9674 1.1300 0.913 -0.476 -2.235 0.296
S 2.0272 -0.5318 -0.2004 0.693 -1.031 0.077 -0.224
C -0.6482 -0.5757 0.5173 -2.185 -2.509 0.508 -0.337
C 0.6509 0.1526 0.1929 -3.344 -0.355 -0.785 0.510
H -0.3793 -1.6489 1.3947 -1.277 3.377 -2.929 0.261
C 0.4578 1.5915 0.1395 -7.099 2.039 -0.182 -1.095
H 1.3300 1.9324 0.0226 7.075 3.117 0.152 0.456
```
Positions in Å, forces in eV/Å.

Computed properties:
Frontier orbital gap, hartree: 0.2631
Charge: 0
E_tot, eV: -24841.466
E_LUMO, eV: -1.961

---

Below is an isolated molecule of C3H4Si in a non-equilibrium geometry, with properties calculated with the ωB97M-V functional and the def2-TZVPD basis.

XYZ file:
```
8
Properties=species:S:1:pos:R:3:forces:R:3:mulliken_charge:R:1
Si -1.8843 -0.9651 -0.4144 0.935 0.015 0.164 0.061
C 0.9124 0.1936 0.6748 0.225 -0.120 -1.478 -0.267
C -0.4755 0.2768 0.0680 -2.391 1.951 1.006 -0.328
H 1.2757 1.0801 -1.3765 0.583 0.578 -1.140 0.377
H -0.9465 1.2594 0.4611 -0.390 -1.645 -0.491 0.230
H 1.4054 -0.2422 1.5381 0.025 0.378 -0.441 0.350
H -1.0996 -2.3274 -0.4350 -0.059 0.676 0.030 -0.071
C 0.8125 0.7248 -0.5159 1.072 -1.832 2.349 -0.352
```
Positions in Å, forces in eV/Å.

Computed properties:
Frontier orbital gap, hartree: 0.2749
Charge: 0
E_tot, eV: -11048.023
E_LUMO, eV: -0.688